Entry 1:
2 unconnected molecules or ions with the total composition C8H16BO5 at a distorted geometry. Source: the Open Molecules 2025 dataset; level of theory: the ωB97M-V functional and the def2-TZVPD basis.

Structure (XYZ):
```
30
C8H16BO5, DFT the ωB97M-V functional and the def2-TZVPD basis
O -0.529 -1.152 -0.171
C -0.598 -1.167 -1.350
C -1.210 -0.059 -2.148
C -2.652 -0.338 -2.545
C -3.700 -0.321 -1.373
O -4.530 -1.390 -1.640
B -3.542 -2.388 -2.156
O -2.838 -1.550 -3.184
H -0.188 -2.006 -1.930
H -1.123 0.830 -1.540
H -0.647 0.033 -3.070
H -2.937 0.438 -3.257
H -4.284 0.594 -1.316
H -3.187 -0.423 -0.411
H -2.737 -2.569 -1.218
H -3.962 -3.461 -2.525
O 3.648 3.559 1.247
C 3.413 2.464 1.687
O 2.817 1.552 0.905
C 2.684 0.170 1.267
C 1.450 -0.088 2.101
C 3.705 2.118 3.132
H 3.596 -0.184 1.753
H 2.604 -0.367 0.324
H 1.488 0.446 3.053
H 1.346 -1.153 2.306
H 0.559 0.246 1.571
H 2.859 2.426 3.744
H 4.587 2.674 3.442
H 3.908 1.064 3.304
```

Computed properties:
Multiplicity: 1
Kohn-Sham gap: 6.70 eV
HOMO: -4.128 eV
Charge: -1
Total energy: -715.54245 Ha
E_LUMO: 2.5702 eV

***

Entry 2:
A molecular structure, C2H2N2O2 at a distorted geometry. Source: the Open Molecules 2025 dataset; level of theory: the ωB97M-V functional and the def2-TZVPD basis.

Structure (XYZ):
```
8
C2H2N2O2, DFT the ωB97M-V functional and the def2-TZVPD basis
O 2.433 0.320 -0.060
C 1.547 -0.440 0.005
N -0.132 0.947 0.079
C -0.961 0.045 0.134
N -1.410 -1.095 0.207
O 0.918 -1.428 0.065
H -0.198 1.892 -0.219
H -2.197 -0.240 -0.210
```

Computed properties:
Multiplicity: 1
Kohn-Sham gap: 10.46 eV
HOMO: -10.328 eV
Charge: 0
Total energy: -337.31994 Ha
E_LUMO: 0.1306 eV

***

Entry 3:
4 unconnected molecules or ions with the total composition C27H24N3O15PS at a distorted geometry. Source: the Open Molecules 2025 dataset; level of theory: the ωB97M-V functional and the def2-TZVPD basis.

Structure (XYZ):
```
71
C27H24N3O15PS, DFT the ωB97M-V functional and the def2-TZVPD basis
C 1.705 0.732 1.787
C 1.243 -0.233 0.551
N 1.729 -1.607 0.886
C 1.182 -2.641 -0.016
C -0.345 -2.646 -0.390
C -1.002 -3.675 -1.372
N -2.410 -3.709 -1.785
S -2.370 -5.037 -2.881
N -0.751 -5.627 -2.901
C -0.036 -4.754 -1.985
C 1.478 -4.779 -1.602
C 2.126 -3.740 -0.626
C 3.701 -3.891 -0.387
P 4.285 -3.677 1.392
O 5.687 -4.355 1.475
O 3.291 -4.519 2.520
O 4.547 -2.045 1.856
H 2.758 0.426 2.109
H 1.697 1.808 1.399
H 0.997 0.617 2.691
H 0.098 -0.134 0.512
H 1.673 0.183 -0.438
H 1.431 -1.851 1.845
H -1.050 -1.845 0.049
H 2.163 -5.565 -2.076
H 3.966 -4.980 -0.680
H 4.305 -3.236 -1.128
H 3.853 -5.283 2.807
H 5.240 -1.697 1.250
O -0.931 1.067 -1.387
C -1.901 1.657 -0.940
C -1.810 2.558 0.213
C -2.898 3.172 0.683
O -2.829 4.014 1.752
C -4.237 2.964 0.062
O -5.212 3.527 0.529
C -4.323 2.082 -1.106
C -3.235 1.470 -1.579
O -3.303 0.650 -2.665
H -0.833 2.698 0.656
H -3.744 4.327 1.896
H -5.297 1.953 -1.559
H -2.390 0.331 -2.807
O -3.164 3.940 -3.836
C -3.368 3.908 -5.038
C -4.703 4.103 -5.613
C -4.889 4.044 -6.934
O -6.122 4.225 -7.483
C -3.757 3.776 -7.866
O -3.967 3.711 -9.065
C -2.418 3.606 -7.292
C -2.232 3.668 -5.972
O -0.993 3.514 -5.425
H -5.516 4.294 -4.926
H -5.993 4.133 -8.447
H -1.602 3.430 -7.981
H -1.123 3.599 -4.460
O 4.101 -0.675 8.948
C 3.598 -0.664 7.837
C 4.265 -1.242 6.666
C 3.687 -1.194 5.463
O 4.289 -1.727 4.366
C 2.357 -0.555 5.264
O 1.869 -0.516 4.145
C 1.679 0.003 6.438
C 2.254 -0.047 7.642
O 1.635 0.464 8.743
H 5.231 -1.702 6.822
H 3.674 -1.561 3.625
H 0.705 0.448 6.284
H 2.253 0.306 9.484
```

Computed properties:
Multiplicity: 1
Kohn-Sham gap: 6.91 eV
HOMO: -8.651 eV
Charge: 0
Total energy: -3075.51943 Ha
E_LUMO: -1.7362 eV

***

Entry 4:
A molecular structure, C16H32AlB2BeBrCl2CsF7MgN3NaO10P at a distorted geometry. Source: the Open Molecules 2025 dataset; level of theory: the ωB97M-V functional and the def2-TZVPD basis.

Structure (XYZ):
```
79
C16H32AlB2BeBrCl2CsF7MgN3NaO10P, DFT the ωB97M-V functional and the def2-TZVPD basis
C 3.074 -0.705 0.194
C 2.886 0.649 -0.572
C 1.867 1.601 0.143
Br 1.994 3.277 -0.827
C 0.481 1.013 0.061
C -0.733 1.608 0.917
O -1.820 1.458 0.080
B -1.403 0.495 -0.902
O -0.017 0.906 -1.218
H 4.118 -1.045 0.055
H 2.327 -1.399 -0.188
H 2.827 -0.479 1.289
H 2.468 0.507 -1.561
H 3.856 1.124 -0.648
H 2.163 1.856 1.177
H 0.576 -0.018 0.464
H -0.520 2.674 1.117
H -0.884 0.943 1.784
H -2.261 0.536 -1.906
H -1.233 -0.692 -0.487
Cs 3.622 -0.150 2.557
C 4.741 3.047 -4.045
C 5.155 2.366 -2.758
O 6.492 2.754 -2.609
C 6.621 3.980 -3.234
O 7.526 4.708 -3.079
O 5.545 4.221 -4.025
F 5.088 1.000 -2.843
H 4.984 2.446 -4.924
H 3.663 3.293 -4.057
H 4.586 2.687 -1.884
Be 1.644 3.227 -4.571
O -2.184 -3.184 0.994
P -3.468 -3.131 1.738
N -3.164 -2.186 3.113
C -3.633 -2.464 4.475
C -2.648 -0.849 2.888
N -3.572 -4.867 2.214
C -4.007 -5.335 3.502
C -2.640 -5.731 1.650
N -5.130 -3.022 1.764
C -5.816 -3.798 0.687
C -5.652 -1.635 1.696
H -4.714 -2.626 4.545
H -3.412 -1.624 5.127
H -3.119 -3.327 4.902
H -3.421 -0.154 2.538
H -1.857 -0.870 2.130
H -2.214 -0.436 3.800
H -3.161 -5.327 4.212
H -4.354 -6.368 3.428
H -4.833 -4.749 3.898
H -1.618 -5.638 2.218
H -2.441 -5.523 0.596
H -2.963 -6.754 1.731
H -5.571 -3.418 -0.307
H -6.891 -3.730 0.833
H -5.551 -4.854 0.727
H -5.289 -1.069 0.834
H -5.411 -1.100 2.610
H -6.740 -1.675 1.656
F -9.685 -1.838 5.655
Al -8.267 -1.352 4.938
F -7.963 0.276 5.206
F -8.316 -1.615 3.252
F -6.939 -2.255 5.508
Cl -2.835 2.050 -2.967
Na -0.037 2.841 3.231
B 8.910 7.592 -6.893
O 10.183 7.184 -6.177
C 10.220 5.895 -6.022
O 11.078 5.247 -5.500
C 8.901 5.299 -6.656
O 8.602 4.138 -6.690
O 8.194 6.276 -7.131
F 9.204 8.194 -8.084
F 8.150 8.403 -6.089
Mg -1.992 -1.350 -2.576
Cl -1.372 -7.434 3.299
```

Computed properties:
Multiplicity: 1
Kohn-Sham gap: 0.76 eV
HOMO: -9.326 eV
Charge: +1
Total energy: -6769.40395 Ha
E_LUMO: -8.5688 eV